Entry 1:
Entry from the OMol25 dataset: C33H37BaCl3N5O9S as an isolated structure at a distorted geometry (ωB97M-V/def2-TZVPD).

The geometry in XYZ format:
```
89
C33H37BaCl3N5O9S ωB97M-V/def2-TZVPD
N -2.82 -3.00 0.19
H -0.46 3.96 0.21
N -0.28 0.74 -2.73
C 5.22 5.65 1.45
C 3.57 2.57 2.92
C -2.16 -0.32 4.64
C -4.84 -4.84 -0.10
C -4.39 0.87 0.47
H 1.42 4.07 -0.94
C -4.74 -3.81 -1.02
N 2.56 -0.49 0.52
C 4.46 1.98 0.74
H 6.60 -2.51 0.04
H -0.94 -5.67 3.01
C 2.91 -2.18 -1.12
C 5.02 3.25 0.61
H 6.19 5.71 0.96
C -5.70 1.59 0.09
H 5.21 -0.73 0.88
H -6.32 0.41 -1.61
C 4.84 -1.37 0.13
H -3.98 2.28 -2.08
C -3.56 -2.95 -0.92
H 0.30 0.20 -3.37
O 1.59 0.70 2.48
H 3.87 4.56 3.63
H -3.95 -5.80 1.73
H -6.34 2.17 -1.97
H 3.94 -4.59 -3.38
Cl -3.42 0.99 4.86
H 1.56 -4.31 -4.08
H 5.27 6.07 2.49
C 5.09 -3.31 -1.28
C 3.29 -3.88 -2.87
C 4.74 4.22 1.60
C 3.83 1.66 1.93
H 4.52 6.26 0.89
O -1.71 -5.53 2.42
H -0.29 2.23 -4.29
H 2.98 2.37 3.83
H 1.68 2.88 -3.23
C -4.32 1.25 -1.83
C 1.18 -2.91 -2.46
Ba -0.51 -1.06 0.29
O -1.11 0.05 2.51
H 0.48 4.04 -3.00
O -4.03 -1.93 -3.00
C -1.67 -4.26 1.96
O 3.50 -0.95 2.95
H 5.61 3.53 -0.26
C -2.88 -4.03 1.04
C 5.60 -2.41 -0.37
H -0.55 2.12 1.66
Cl -0.68 0.13 5.38
H -1.18 2.81 -0.83
C 3.46 -1.33 -0.08
H 1.73 2.37 -0.92
H -6.61 1.31 0.66
N -0.10 1.95 0.75
O -0.81 -3.47 2.24
H -3.81 1.40 1.28
H -5.54 -3.60 -1.69
H 0.09 -2.86 -2.66
C -0.36 2.10 -3.21
S 2.87 0.05 2.07
C 3.79 -3.13 -1.79
C -3.94 -4.99 0.99
H -1.15 0.21 -2.67
C 0.97 3.13 -1.18
C 4.05 3.86 2.79
C -0.28 2.98 -0.26
C -2.11 -0.47 3.12
H -4.60 -0.19 0.76
H 4.41 1.31 -0.12
H -1.41 2.49 -2.98
O -3.05 -1.14 2.58
O -2.11 -1.28 -1.89
C 0.72 3.04 -2.69
Cl -2.75 -1.78 5.40
H 5.75 -4.10 -1.68
C -3.21 -1.95 -2.05
C -5.81 1.35 -1.44
C 1.97 -3.74 -3.23
O -3.56 0.78 -0.70
H -5.63 -5.56 -0.22
H -5.55 2.68 0.19
H -4.12 0.50 -2.65
H 0.89 1.80 0.92
N 1.60 -2.18 -1.41
```

Gap between HOMO and LUMO, eV: 7.20
M, g/mol: 923.44
Maximum force, eV/Å: 3.04
ΔE to the lowest compared entry with this formula, charge and spin, eV: 0.1335
Net charge: -1

---

Entry 2:
Entry from the OMol25 dataset: C33H37BaClO2Si2 as an isolated structure at a distorted geometry (ωB97M-V/def2-TZVPD).

The geometry in XYZ format:
```
76
C33H37BaClO2Si2 ωB97M-V/def2-TZVPD
C 3.37 -2.28 -1.06
O -1.85 3.25 1.59
H -0.14 6.28 -1.27
H -2.36 4.78 2.95
H 0.47 4.16 3.38
H 1.52 4.82 -2.81
H 1.56 -3.90 -3.20
C 0.46 4.59 -2.62
H 1.15 -0.09 -2.48
C -2.73 -0.19 -1.03
C -1.67 3.72 -2.80
C 3.40 -1.65 2.82
H -3.50 3.28 0.34
C 1.43 -3.30 -0.01
Si -0.75 -2.07 2.78
C -2.19 -4.48 -2.43
H 0.37 -1.10 0.16
H 0.37 -3.28 0.29
C 2.12 -1.95 3.28
C 1.24 -0.20 1.89
C -2.92 -1.50 0.99
C -1.51 -1.60 1.08
H -3.24 -4.65 -2.15
C 2.22 -4.38 0.43
H -3.39 1.87 1.43
H -0.75 -3.41 3.22
H -3.89 3.48 2.08
H 1.00 5.92 0.14
C -1.62 3.96 2.82
C -0.40 5.36 -1.80
H -0.81 0.22 -1.86
H -2.59 5.25 -1.40
C -1.71 4.81 -1.88
H -1.64 3.27 3.68
Ba -0.20 2.43 -0.47
C 1.96 -2.34 -0.89
H 4.58 -0.63 1.32
H -1.87 -6.46 -3.19
H 0.55 -6.10 -3.66
H 1.76 -5.13 1.09
C -3.24 2.95 1.36
H -2.31 -2.39 -2.07
C 1.27 5.36 1.03
H -3.53 -1.89 1.81
C 2.50 -0.02 1.29
C -0.75 -1.09 0.00
H -3.16 0.46 -1.79
C -0.27 4.63 2.71
C -1.40 -5.51 -2.95
C -0.06 -5.30 -3.24
H 4.09 -5.41 0.16
C -0.32 3.57 -3.24
Cl -1.95 -1.28 4.31
C 4.14 -3.40 -0.67
H 0.04 2.89 -4.03
C -0.27 -2.98 -2.45
H 0.39 0.47 1.65
C -1.64 -3.20 -2.31
Si 0.63 -1.38 -1.90
H 1.45 6.06 1.86
H -4.60 -0.73 -0.12
C 3.54 -4.49 -0.03
H 1.96 -2.67 4.09
C 0.50 -4.04 -2.99
H 2.63 0.71 0.49
C 1.00 -1.32 2.71
H -2.55 3.19 -3.17
H 4.27 -2.08 3.31
C -1.34 -0.36 -1.04
H 3.84 -1.40 -1.51
C 3.59 -0.77 1.75
H -0.37 5.71 2.95
O 0.21 4.46 1.36
H 5.22 -3.40 -0.85
C -3.52 -0.82 -0.07
H 2.16 4.76 0.84
```

Gap between HOMO and LUMO (spin up / spin down), eV: 3.98 / 4.00
M, g/mol: 694.61
Maximum force, eV/Å: 3.61
ΔE to the lowest compared entry with this formula, charge and spin, eV: 0.0000
Net charge: 0

---

Entry 3:
Entry from the OMol25 dataset: C33H37BrCl2NO4SSbV as an isolated structure (ωB97M-V/def2-TZVPD).

The geometry in XYZ format:
```
81
C33H37BrCl2NO4SSbV ωB97M-V/def2-TZVPD
H 6.26 0.70 1.46
H 3.91 -0.05 0.86
H -3.49 -4.74 -2.59
H 6.16 -3.22 2.66
H -5.70 -2.38 -1.86
O -1.94 -0.30 1.03
C 6.01 -0.35 1.30
H 2.70 -2.72 -0.99
H 0.59 -0.85 -4.00
V -0.35 0.71 0.72
N 0.27 0.46 2.85
C 0.07 -2.77 -3.22
H -6.90 -3.00 -0.73
H 4.41 -2.06 -2.63
O 1.24 1.09 -0.68
C -1.06 3.92 1.06
C -0.05 1.39 5.02
C -0.08 1.50 3.63
H -0.40 -4.60 -2.18
C -2.21 -0.25 -0.27
C 0.37 0.20 5.59
H 7.11 -2.80 0.38
H -4.44 -1.45 1.63
H -0.35 2.23 5.63
H 5.67 -2.06 -1.40
H -7.37 -1.71 1.47
O 0.58 -1.15 0.51
H 6.65 -0.94 1.96
C 0.72 -0.86 4.77
C -6.91 -0.84 1.00
H 1.50 0.90 -2.64
C 0.65 -0.92 -1.84
H 6.30 -0.60 0.27
C -0.60 2.65 1.52
Cl -0.26 -3.49 -4.77
C -3.51 -3.69 -0.77
C 4.54 -0.62 1.55
C -5.82 -1.29 0.02
H -5.16 -2.98 1.16
H 4.38 -0.87 -1.33
C 5.71 -3.70 1.78
H -2.68 -2.53 0.77
H -7.22 -1.51 -1.63
H 6.27 -4.21 -0.26
C -2.93 -1.25 -0.89
C -4.73 -2.05 0.77
H -3.61 -4.59 -0.17
C 1.15 0.42 -1.71
Cl -0.04 -4.02 0.59
H -5.36 -0.39 -0.41
H 0.89 -1.49 2.71
H 7.57 -4.42 0.91
H -1.63 5.85 1.96
H 1.05 -1.81 5.18
C -3.43 -2.39 -0.01
S -0.95 4.18 3.60
C 0.46 -1.47 -3.12
O -1.57 0.76 -0.83
C -0.09 -3.57 -2.08
C 0.12 -3.05 -0.83
H 0.40 0.10 6.67
H 3.98 -3.90 -0.94
C 0.65 -0.69 3.40
H 4.26 -0.28 2.55
H 5.42 -4.70 2.10
C 4.60 -1.92 -1.56
C -1.28 4.83 2.05
C 6.72 -3.78 0.64
H -3.38 -2.65 -3.99
C -3.44 -3.77 -2.10
H -6.49 -0.21 1.79
Sb 3.82 -2.66 1.44
C -3.30 -2.59 -2.92
C -0.51 2.67 2.89
H -1.23 4.15 0.02
Br -2.88 0.11 -3.48
H -7.69 -0.28 0.49
C 0.45 -1.67 -0.65
C -6.44 -2.09 -1.12
C 3.75 -2.86 -0.72
C -3.05 -1.41 -2.31
```

Gap between HOMO and LUMO (spin up / spin down), eV: 5.94 / 5.98
M, g/mol: 867.24
Maximum force, eV/Å: 0.70
ΔE to the lowest compared entry with this formula, charge and spin, eV: 0.1745
Net charge: -1
Multiplicity: 3

---

Entry 4:
Entry from the OMol25 dataset: C33H37CdN5O4SSe as an isolated structure (ωB97M-V/def2-TZVPD).

The geometry in XYZ format:
```
82
C33H37CdN5O4SSe ωB97M-V/def2-TZVPD
S -2.19 0.78 1.29
H -0.58 -2.39 3.17
C -3.47 2.61 2.81
O 1.10 -1.08 0.39
H -3.59 -0.31 -3.54
C 2.05 3.63 0.54
C -1.69 -4.20 0.55
H -3.27 -0.68 -0.98
C -1.34 -2.55 2.40
H -0.03 0.56 -4.23
H -1.04 2.80 -4.00
C -1.86 3.19 -1.32
C -2.64 -1.07 -1.78
C -1.63 2.75 4.84
H 1.47 -6.78 1.62
H -2.55 2.91 -0.53
H -2.32 3.97 -1.96
H 2.10 0.11 -2.85
H -1.84 -0.32 -3.64
H 3.33 1.77 -2.08
N -0.99 -3.73 1.64
H 2.84 -5.06 -2.51
H -2.58 -3.71 0.20
C 4.32 3.49 -0.42
N -1.30 -1.26 -1.26
H 0.54 -0.25 -2.09
H -1.25 -3.07 -2.23
C -2.78 3.52 4.92
C 2.99 3.04 -0.37
C -1.01 -5.26 0.06
O 0.83 3.30 0.59
N 1.45 1.43 -1.34
H -4.19 2.54 2.01
H -1.20 -5.88 -0.80
C 1.17 -3.80 -2.03
C 2.83 -2.53 -0.24
C 1.49 -2.04 -0.34
Se 1.35 -4.32 3.19
H -4.62 4.03 3.92
H 0.07 3.17 -2.68
C 1.16 -6.40 0.66
H 4.99 3.01 -1.13
H -2.32 -2.69 2.88
C 0.11 -4.50 1.85
C 2.59 2.02 -1.31
H 0.78 -7.20 0.03
H 0.50 -4.29 -2.74
H -0.91 2.76 5.64
H -2.95 4.17 5.77
C -3.71 3.44 3.89
C 2.47 -4.23 -1.91
C -0.53 2.37 -3.12
Cd 0.25 1.01 0.71
C 0.45 1.29 -3.59
H -3.49 1.52 -1.86
H -3.07 1.95 -3.52
C 1.18 0.55 -2.46
O 0.76 1.20 2.86
N 0.10 -5.43 0.86
H 1.19 1.81 -4.21
C -1.36 1.91 3.75
C -2.30 1.83 2.71
C 2.58 4.67 1.38
H 1.89 5.11 2.09
H -1.36 -1.68 1.75
H 2.00 -5.91 0.16
O 0.21 0.64 4.95
H 3.46 -2.03 0.49
C 0.66 -2.72 -1.30
C -2.72 1.39 -2.62
N -1.51 2.00 -2.10
H -0.96 3.60 -0.86
C -0.03 1.15 3.85
C -0.71 -2.33 -1.60
H 4.24 5.86 1.98
H 5.82 4.81 0.36
C 3.30 -3.57 -0.99
C 4.79 4.49 0.40
H 4.33 -3.89 -0.86
H -3.06 -2.03 -2.13
C -2.68 -0.09 -2.97
C 3.89 5.07 1.31
```

Gap between HOMO and LUMO, eV: 6.36
M, g/mol: 791.13
Maximum force, eV/Å: 0.28
ΔE to the lowest compared entry with this formula, charge and spin, eV: 0.9196
Net charge: -2

---

Entry 5:
Entry from the OMol25 dataset: C33H37ClO2PbSi2 as an isolated structure at a distorted geometry (ωB97M-V/def2-TZVPD).

The geometry in XYZ format:
```
76
C33H37ClO2PbSi2 ωB97M-V/def2-TZVPD
H -3.89 -1.74 2.14
Cl 1.93 0.59 2.19
O -0.16 0.97 4.66
H -2.84 -3.85 3.48
C -0.09 -2.02 -3.81
H -2.01 2.97 1.02
H 1.45 4.32 -2.30
H 1.39 0.07 -4.32
H 1.13 1.93 5.98
C -1.36 2.76 -4.67
C -3.30 -1.69 3.07
C 1.90 -2.33 -0.22
H 0.23 -3.57 0.38
H 1.72 1.70 4.32
H -0.74 2.97 4.80
H -2.17 -1.12 -2.51
H 1.28 -3.21 4.77
C 1.46 -0.09 -1.08
C -0.04 2.56 0.19
Si -0.73 -0.79 -2.52
H -2.50 1.53 -3.27
H -0.23 -2.73 -7.19
H 1.90 -0.22 6.59
C -1.56 1.68 -3.80
H -0.58 0.53 -0.55
C 2.35 -1.09 -0.71
H -2.16 3.49 -4.83
C -0.55 4.69 -1.54
C -0.79 2.12 4.10
C 1.05 -3.74 -5.76
Si 2.11 1.60 -1.46
H -0.27 2.40 3.18
C -0.54 0.75 -3.63
C 0.06 -2.81 -6.14
H 1.54 -4.37 -6.51
C -0.17 2.90 -5.39
C 0.64 0.86 -4.39
H -1.31 -1.29 -5.47
H 2.65 -3.05 0.11
H -1.84 1.90 3.85
C 0.78 -3.04 -3.44
H -3.41 0.49 3.60
H -0.01 3.74 -6.07
C 0.01 -0.33 -0.89
C 0.83 1.93 -5.26
H 0.98 -3.19 -2.38
C 0.66 4.00 -1.63
H 2.90 -2.47 4.58
H -1.50 -1.82 -0.30
H -2.02 -0.24 5.80
H 1.75 1.98 -5.86
C -1.55 4.26 -0.66
C 1.39 -3.87 -4.40
H 3.15 1.71 -0.54
O 1.28 -1.15 4.82
C 0.83 2.81 -0.89
C -3.02 -0.51 3.82
C -2.75 -2.80 3.77
C 1.93 -2.40 5.10
H 2.09 -2.52 6.19
C -2.29 -0.89 4.97
H 3.42 -0.85 -0.72
H -0.71 5.56 -2.18
C -0.52 -1.98 -5.17
C -1.27 3.23 0.26
H -2.53 4.75 -0.67
C 0.54 -2.61 -0.04
C -2.12 -2.30 4.95
H 2.91 0.07 5.16
H -1.66 -2.90 5.73
C 1.16 1.23 5.14
H 2.12 -4.62 -4.08
Pb -0.07 -0.99 2.47
H 0.25 1.81 0.94
C -0.42 -1.64 -0.42
C 1.88 -0.05 5.50
```

Gap between HOMO and LUMO (spin up / spin down), eV: 5.66 / 5.34
M, g/mol: 764.48
Maximum force, eV/Å: 6.46
ΔE to the lowest compared entry with this formula, charge and spin, eV: 3.7564
Net charge: +2

---

Entry 6:
Entry from the OMol25 dataset: C33H37N2OSSiTeTl as an isolated structure at a distorted geometry (ωB97M-V/def2-TZVPD).

The geometry in XYZ format:
```
77
C33H37N2OSSiTeTl ωB97M-V/def2-TZVPD
C -3.08 0.95 -1.98
N -0.01 -1.05 4.68
H -5.55 -0.10 3.23
H -3.14 -1.88 -4.59
C 6.23 -1.87 1.12
C 3.64 -1.03 1.74
H -2.41 -1.93 4.37
H -4.04 0.33 -5.17
Te 1.44 1.67 -1.44
C -4.86 -0.83 2.79
C 0.89 2.69 -5.68
C 4.32 -1.89 2.60
C 1.82 4.39 -7.26
H -0.33 0.48 -5.43
H -5.55 -2.52 3.88
C -2.99 -1.23 1.33
H 7.25 -2.17 0.89
H 2.60 5.48 -4.88
C 1.22 2.78 -3.27
H -1.00 0.95 -3.87
H -0.84 -0.42 6.48
C -3.14 -1.08 -3.88
N 1.67 -0.79 3.17
O 1.63 -0.10 0.99
H -2.08 -2.56 5.99
C 2.03 4.55 -4.76
H 2.80 4.05 -7.58
C -3.94 -0.39 1.89
C 0.55 -0.32 3.70
H 0.70 -4.38 4.58
Tl -0.23 1.19 0.75
C 1.86 4.04 -3.47
H -3.21 -1.23 5.81
C 1.54 3.88 -5.87
H 0.19 -2.57 6.07
H -2.17 -3.20 1.38
H 1.10 4.05 -7.99
H 0.86 -3.29 3.18
H 3.85 -2.28 3.49
C 2.22 -0.58 1.97
H -3.06 1.76 -1.22
C -2.61 -1.31 -2.61
C -2.98 -2.56 1.73
C 0.67 2.12 -4.41
H 0.52 2.15 -6.53
C 5.53 -1.04 0.25
C 4.25 -0.65 0.55
H -3.92 0.68 1.67
H 2.97 5.71 -2.73
C 0.36 -3.45 4.13
H 1.85 5.47 -7.29
H 0.44 -0.04 -3.93
H 3.70 -0.05 -0.16
H 5.98 -0.70 -0.66
H -1.49 0.32 5.02
Si -1.79 -0.62 0.02
C -2.54 -0.29 -1.66
C -3.66 1.15 -3.22
C -2.29 -1.67 5.42
H 6.10 -3.03 2.95
C 0.59 -2.31 5.08
C -3.67 0.15 -4.16
H -0.69 -3.56 3.93
C -3.91 -3.02 2.64
H 3.34 4.24 -1.88
S -0.18 1.26 3.38
C -0.08 0.80 -4.40
H -0.82 -1.75 -0.20
C -1.18 -0.63 5.46
H -4.05 2.13 -3.44
H 1.83 5.06 -1.54
H -3.85 -4.05 2.97
H 1.68 -2.14 5.12
C 5.60 -2.31 2.29
C 2.53 4.78 -2.33
H -2.14 -2.25 -2.35
C -4.86 -2.16 3.15
```

Gap between HOMO and LUMO, eV: 6.36
M, g/mol: 869.81
Maximum force, eV/Å: 1.41
ΔE to the lowest compared entry with this formula, charge and spin, eV: 0.1640
Net charge: 0

---

no.,E (eV)
1,-109801.199
2,-67882.006
3,-182652.490
4,-131211.150
5,-72421.526
6,-70548.880